C57H56ClN4O5P2PbS2 | ωB97M-V/def2-TZVPD

Structure (ORCA input):
```
! wB97M-V def2-TZVPD RIJCOSX def2/J DEFGRID3
* xyz 1 1
Pb -0.082 -0.403 0.123
O -1.145 -1.387 2.222
S -0.328 -2.533 1.749
O -0.334 -3.698 2.570
O 1.051 -1.942 1.508
O -0.874 -2.791 0.341
C -1.295 -3.916 -2.426
C 0.200 -3.698 -2.723
P 1.149 -2.671 -1.451
C 2.545 -2.237 -2.584
C 2.620 -0.910 -3.007
C 3.627 -0.481 -3.862
C 4.580 -1.385 -4.306
C 4.509 -2.715 -3.909
C 3.498 -3.141 -3.060
C 1.900 -4.048 -0.491
C 3.236 -3.969 -0.097
C 3.837 -5.018 0.578
C 3.110 -6.163 0.875
C 1.776 -6.241 0.511
C 1.172 -5.187 -0.161
P -2.309 -2.498 -2.853
C -2.361 -2.395 -4.651
C -3.286 -3.141 -5.382
C -3.297 -3.057 -6.766
C -2.380 -2.249 -7.422
C -1.438 -1.529 -6.697
C -1.428 -1.595 -5.314
C -3.913 -2.607 -2.067
C -5.082 -2.268 -2.746
C -6.287 -2.280 -2.062
C -6.314 -2.592 -0.709
C -5.140 -2.894 -0.031
C -3.928 -2.900 -0.702
H -1.437 -4.129 -1.369
H -1.718 -4.719 -3.034
H 0.336 -3.220 -3.694
H 0.697 -4.664 -2.754
H 1.869 -0.205 -2.653
H 3.673 0.556 -4.175
H 5.382 -1.057 -4.957
H 5.246 -3.428 -4.258
H 3.455 -4.179 -2.755
H 3.811 -3.085 -0.338
H 4.876 -4.943 0.875
H 3.578 -6.982 1.406
H 1.193 -7.119 0.761
H 0.119 -5.254 -0.399
H -3.992 -3.788 -4.875
H -4.020 -3.628 -7.334
H -2.393 -2.182 -8.503
H -0.709 -0.915 -7.210
H -0.698 -1.030 -4.748
H -5.049 -1.987 -3.790
H -7.203 -2.036 -2.585
H -7.257 -2.585 -0.178
H -5.165 -3.119 1.028
H -3.003 -3.102 -0.169
C -1.720 -0.934 -2.368
C -1.870 0.266 -2.370
C -2.020 1.682 -2.396
C -3.275 2.231 -2.110
C -3.463 3.597 -2.217
C -2.408 4.420 -2.594
C -1.161 3.875 -2.876
C -0.962 2.509 -2.783
H -4.088 1.577 -1.818
H -4.437 4.024 -2.014
H -2.560 5.489 -2.671
H -0.344 4.518 -3.181
H 0.002 2.072 -3.018
C -0.303 5.434 2.125
C 0.024 4.531 3.327
C 0.711 3.252 2.828
C 1.052 5.280 4.187
C -1.292 4.289 4.154
O -1.793 5.575 4.556
C -1.152 3.483 5.468
C -0.971 1.955 5.523
C 0.449 1.442 5.443
C 0.770 0.391 4.593
C 2.069 -0.094 4.500
C 3.061 0.479 5.276
Cl 4.697 -0.094 5.142
C 2.761 1.494 6.170
C 1.457 1.961 6.253
C -2.522 3.850 3.307
N -2.540 2.629 2.512
C -2.101 2.408 1.272
N -2.378 1.176 0.885
C -3.048 0.670 1.966
N -3.167 1.515 2.963
H 0.625 5.800 1.678
H -0.892 6.295 2.439
H -0.858 4.904 1.346
H 1.387 3.510 2.006
H 0.019 2.490 2.468
H 1.311 2.797 3.612
H 1.957 5.440 3.597
H 1.340 4.705 5.069
H 0.688 6.262 4.497
H -1.287 5.879 5.316
H -2.081 3.708 5.996
H -0.349 3.947 6.047
H -1.581 1.458 4.772
H -1.367 1.641 6.493
H 0.001 -0.077 3.987
H 2.289 -0.911 3.826
H 3.538 1.908 6.799
H 1.230 2.741 6.973
H -2.739 4.685 2.646
H -3.350 3.753 4.004
H -1.617 3.153 0.658
H -3.423 -0.338 2.013
S 3.256 3.086 -1.382
C 1.861 2.374 -0.671
N 2.028 1.224 -0.106
C 3.361 0.827 -0.169
C 3.893 -0.332 0.396
C 5.233 -0.588 0.207
C 6.048 0.284 -0.528
C 5.542 1.452 -1.061
C 4.189 1.716 -0.864
H 0.897 2.874 -0.721
H 3.250 -0.989 0.973
H 5.680 -1.471 0.649
H 7.092 0.040 -0.674
H 6.169 2.141 -1.613
*
```

LUMO	-3.0	eV
energy above the lowest of the compared OMol25 structures with the same formula, charge and spin	0.2685	eV



C57H59F8INO4P2 | ωB97M-V/def2-TZVPD

Structure (ORCA input):
```
! wB97M-V def2-TZVPD RIJCOSX def2/J DEFGRID3
* xyz 0 2
C 3.440 -4.400 -0.897
C 3.357 -2.727 -0.866
C 4.051 -2.299 0.561
C 4.163 -2.236 -2.205
C 3.949 -0.630 -2.501
I 4.081 -0.455 -4.726
P 5.488 0.267 -1.842
P 5.064 2.023 -0.642
O 4.253 3.125 -1.470
O 4.331 1.725 0.908
O 6.633 2.780 -0.293
C 2.501 -0.026 -2.076
C 1.577 -0.939 -1.093
C 0.026 -0.867 -1.725
C 1.417 -0.183 0.392
N 1.898 -2.399 -1.007
O 1.315 -3.093 -2.028
H 2.748 -4.887 -0.084
H 4.563 -4.657 -0.615
H 3.278 -4.830 -1.984
H 4.889 -3.074 0.852
H 4.553 -1.242 0.528
H 3.272 -2.258 1.465
H 3.849 -2.900 -3.118
H 5.315 -2.443 -1.998
H 6.098 -0.686 -0.904
H 4.546 0.812 1.259
H 7.112 2.053 0.241
H 1.882 0.120 -3.087
H 2.529 1.064 -1.597
H 0.007 -1.002 -2.889
H -0.708 -1.608 -1.152
H -0.363 0.227 -1.477
H 2.434 -0.063 0.956
H 0.663 -0.861 1.012
H 0.850 0.858 0.257
F 1.556 1.690 -4.871
C 1.226 2.937 -4.510
C 0.048 3.499 -4.989
C -0.298 4.796 -4.609
C 0.545 5.521 -3.764
C 1.728 4.950 -3.293
C 2.068 3.649 -3.663
H -0.590 2.924 -5.651
H -1.221 5.242 -4.972
H 0.277 6.534 -3.472
H 2.385 5.518 -2.638
H 2.980 3.187 -3.299
F -2.322 -1.445 0.231
C -3.215 -2.432 0.075
C -3.437 -2.960 -1.192
C -4.363 -3.991 -1.353
C -5.064 -4.476 -0.246
C -4.837 -3.936 1.021
C -3.903 -2.912 1.184
H -2.890 -2.565 -2.041
H -4.538 -4.416 -2.338
H -5.789 -5.277 -0.373
H -5.387 -4.312 1.881
H -3.708 -2.487 2.163
F 6.696 2.503 4.300
C 5.612 3.245 4.563
C 5.548 3.966 5.750
C 4.422 4.743 6.022
C 3.367 4.781 5.108
C 3.438 4.050 3.921
C 4.569 3.282 3.644
H 6.374 3.917 6.452
H 4.366 5.316 6.944
H 2.486 5.384 5.322
H 2.614 4.078 3.213
H 4.645 2.715 2.723
F 0.372 9.856 -2.497
C 1.533 9.579 -1.888
C 1.715 8.334 -1.297
C 2.926 8.044 -0.667
C 3.937 9.007 -0.627
C 3.742 10.256 -1.219
C 2.536 10.542 -1.858
H 0.916 7.602 -1.331
H 3.081 7.070 -0.209
H 4.879 8.781 -0.132
H 4.529 11.005 -1.182
H 2.371 11.504 -2.331
F -5.341 -0.872 3.291
C -4.620 -0.015 4.026
C -3.400 0.443 3.543
C -2.652 1.340 4.306
C -3.128 1.760 5.550
C -4.352 1.290 6.029
C -5.105 0.403 5.261
H -3.042 0.100 2.578
H -1.700 1.710 3.933
H -2.542 2.456 6.147
H -4.719 1.616 7.000
H -6.063 0.035 5.613
F -6.560 -5.610 -3.738
C -5.817 -6.687 -4.024
C -6.099 -7.898 -3.400
C -5.329 -9.021 -3.701
C -4.278 -8.918 -4.615
C -3.999 -7.698 -5.232
C -4.777 -6.577 -4.939
H -6.915 -7.956 -2.687
H -5.546 -9.974 -3.225
H -3.674 -9.794 -4.847
H -3.178 -7.619 -5.940
H -4.580 -5.623 -5.416
F -6.851 1.652 7.579
C -7.279 1.295 8.797
C -8.506 1.763 9.255
C -8.955 1.388 10.521
C -8.166 0.557 11.321
C -6.934 0.097 10.854
C -6.491 0.463 9.584
H -9.101 2.415 8.624
H -9.916 1.742 10.885
H -8.515 0.269 12.310
H -6.320 -0.546 11.480
H -5.539 0.107 9.202
F 4.536 -4.401 -4.841
C 3.816 -4.747 -5.916
C 2.489 -5.131 -5.755
C 1.736 -5.486 -6.875
C 2.323 -5.464 -8.142
C 3.657 -5.082 -8.293
C 4.406 -4.716 -7.175
H 2.053 -5.151 -4.762
H 0.696 -5.781 -6.761
H 1.737 -5.745 -9.015
H 4.112 -5.069 -9.280
H 5.441 -4.407 -7.274
*
```

LUMO (spin up / spin down)	-0.4 / -0.5	eV



C57H60N8O16PS | ωB97M-V/def2-TZVPD

Structure (ORCA input):
```
! wB97M-V def2-TZVPD RIJCOSX def2/J DEFGRID3
* xyz 1 1
C -5.109 5.561 7.785
C -5.023 5.151 6.665
C -4.924 4.306 5.547
C -5.927 3.874 4.756
C -7.395 4.150 4.831
C -8.156 3.982 3.506
C -9.588 3.502 3.782
S -9.593 1.761 4.347
N -5.347 3.041 3.801
C -4.037 2.980 4.043
C -3.035 2.164 3.281
O -2.864 0.977 4.016
C -2.293 -0.050 3.246
C -2.972 -0.637 2.207
C -2.360 -1.658 1.522
C -1.111 -2.116 1.867
C -0.429 -1.512 2.909
C -1.035 -0.476 3.597
N -3.727 3.733 5.086
C -2.407 3.939 5.668
C -1.823 5.312 5.179
P -0.084 5.254 4.631
O 0.522 6.537 4.993
O 0.639 4.062 5.395
C 0.831 2.812 4.678
C 2.245 2.690 4.129
O 0.066 4.983 3.059
C -0.797 5.761 2.201
C -1.680 4.827 1.366
H -5.208 6.042 8.727
H -7.512 5.170 5.195
H -7.799 3.497 5.606
H -8.146 4.948 3.003
H -7.697 3.263 2.827
H -10.177 3.533 2.873
H -10.000 4.133 4.564
H -8.369 1.355 3.966
H -5.789 2.550 3.042
H -3.360 1.994 2.255
H -2.109 2.745 3.271
H -3.965 -0.308 1.938
H -2.895 -2.121 0.714
H -0.625 -2.933 1.355
H 0.552 -1.837 3.224
H -0.529 0.003 4.425
H -2.483 3.945 6.748
H -1.738 3.145 5.363
H -2.499 5.744 4.446
H -1.813 5.971 6.042
H 0.708 2.027 5.424
H 0.076 2.622 3.919
H 2.718 3.661 4.005
H 2.207 2.216 3.149
H 2.870 2.079 4.772
H -1.361 6.518 2.741
H -0.141 6.299 1.524
H -1.578 5.045 0.308
H -1.307 3.814 1.507
H -2.728 4.832 1.670
C -3.018 -0.183 -5.612
C -4.142 -0.100 -4.800
C -4.019 -0.232 -3.427
C -2.763 -0.442 -2.887
C -1.633 -0.532 -3.682
C -1.766 -0.403 -5.053
N -2.619 -0.562 -1.431
O -3.632 -0.498 -0.751
O -1.500 -0.717 -0.984
H -3.117 -0.078 -6.684
H -5.116 0.068 -5.239
H -4.892 -0.170 -2.795
H -0.660 -0.702 -3.247
H -0.895 -0.470 -5.683
C -0.603 -2.329 -11.626
C -1.734 -2.243 -10.827
C -1.618 -2.360 -9.450
C -0.366 -2.559 -8.899
C 0.771 -2.656 -9.683
C 0.647 -2.540 -11.056
N -0.234 -2.662 -7.440
O -1.247 -2.591 -6.769
O 0.881 -2.805 -6.979
H -0.694 -2.232 -12.700
H -2.698 -2.080 -11.279
H -2.494 -2.297 -8.824
H 1.741 -2.817 -9.237
H 1.524 -2.610 -11.683
C -8.471 -3.023 -12.238
C -8.302 -2.830 -10.873
C -7.078 -3.092 -10.281
C -6.036 -3.543 -11.071
C -6.188 -3.748 -12.430
C -7.417 -3.485 -13.014
N -4.728 -3.803 -10.452
O -4.627 -3.632 -9.252
O -3.824 -4.167 -11.176
H -9.427 -2.813 -12.698
H -9.125 -2.472 -10.270
H -6.944 -2.943 -9.220
H -5.366 -4.106 -13.033
H -7.551 -3.639 -14.076
C 6.663 -0.648 5.252
C 5.501 -0.042 4.789
C 4.475 -0.814 4.269
C 4.628 -2.188 4.225
C 5.781 -2.807 4.675
C 6.803 -2.027 5.192
N 3.538 -3.012 3.695
O 2.537 -2.448 3.285
O 3.688 -4.216 3.691
H 7.462 -0.047 5.663
H 5.396 1.034 4.835
H 3.571 -0.347 3.906
H 5.889 -3.881 4.629
H 7.711 -2.493 5.550
C 12.120 3.280 3.584
C 11.047 3.334 4.464
C 10.524 2.165 4.993
C 11.089 0.956 4.632
C 12.154 0.883 3.753
C 12.669 2.056 3.226
N 10.554 -0.286 5.207
O 9.602 -0.199 5.964
O 11.088 -1.329 4.900
H 12.529 4.195 3.177
H 10.619 4.288 4.741
H 9.690 2.206 5.678
H 12.582 -0.070 3.478
H 13.503 2.016 2.539
C 4.898 -5.641 1.263
C 5.779 -6.679 1.540
C 6.678 -7.105 0.574
C 6.682 -6.480 -0.659
C 5.809 -5.450 -0.955
C 4.912 -5.031 0.015
N 7.649 -6.914 -1.679
O 8.391 -7.833 -1.397
O 7.650 -6.324 -2.741
H 4.202 -5.308 2.019
H 5.768 -7.155 2.511
H 7.363 -7.912 0.788
H 5.822 -4.975 -1.925
H 4.223 -4.225 -0.202
*
```

LUMO	-2.5	eV